Below is a molecular structure, C4H8F3O4Y2, with properties calculated with ωB97M-V/def2-TZVPD.

Kohn-Sham gap (alpha / beta): 6.476 / 5.590 eV
LUMO energy (alpha / beta): -0.652 / -0.653 hartree
largest force on an atom: 5.89 eV Å⁻¹
<S²>: 0.7551
net charge: +4
electronic energy: -832.639786 hartree
multiplicity: 2

XYZ file:
```
21
C4H8F3O4Y2 | OMol25 | ωB97M-V/def2-TZVPD
Y -4.37 -1.89 0.04
Y -1.62 -0.99 -2.37
F 3.55 0.30 0.26
F 2.81 0.69 -1.68
F 3.45 -1.28 -1.22
O -2.60 -0.49 -0.33
O 0.58 -1.30 -1.26
O -3.69 -2.08 -2.17
O 0.43 0.22 0.26
C 1.34 -0.71 -0.21
C -0.19 2.11 1.58
C 2.79 -0.23 -0.68
C 0.83 1.00 1.40
H -0.03 2.79 2.42
H 1.85 1.36 1.52
H -1.99 0.01 0.24
H -4.07 -2.71 -2.80
H 1.59 -1.51 0.49
H -0.17 2.68 0.65
H -1.21 1.72 1.60
H 0.73 0.33 2.26
```



Below is 2 unconnected molecules or ions with the total composition C4H8F4N4O2, with properties calculated with ωB97M-V/def2-TZVPD.

Kohn-Sham gap (alpha / beta): 5.987 / 5.986 eV
LUMO energy (alpha / beta): -0.015 / -0.015 hartree
ΔE to the lowest compared entry with this formula, charge and spin: 49.7 kcal per mole
largest force on an atom: 4.07 eV Å⁻¹
net charge: 0
electronic energy: -926.000399 hartree
multiplicity: 1

XYZ file:
```
22
C4H8F4N4O2 | OMol25 | ωB97M-V/def2-TZVPD
F -3.47 -0.71 0.09
F -0.95 1.54 -0.92
F -2.08 1.61 1.07
F -2.12 -0.76 -1.64
O 0.86 -1.26 -1.17
O 2.28 0.54 1.50
N -0.39 -2.49 0.82
N 1.73 1.29 -0.55
N 0.52 -1.45 1.07
N 2.63 2.37 -0.43
C -2.73 0.07 -0.72
C 1.75 0.40 0.43
C -1.64 0.78 -0.04
C 1.00 -0.84 0.04
H -0.24 -3.30 1.44
H 0.26 -2.07 -1.24
H 0.92 1.36 -1.27
H 2.44 3.37 -0.30
H 0.71 -0.96 1.98
H -1.38 -2.13 1.04
H 3.39 2.14 0.23
H -3.50 0.49 -1.42
```



Below is 2 unconnected molecules or ions with the total composition C4H8FI, with properties calculated with ωB97M-V/def2-TZVPD.

Kohn-Sham gap: 9.218 eV
LUMO energy: 0.021 hartree
ΔE to the lowest compared entry with this formula, charge and spin: 22.5 kcal per mole
largest force on an atom: 3.95 eV Å⁻¹
net charge: 0
electronic energy: -554.706369 hartree
multiplicity: 1

XYZ file:
```
14
C4H8FI | OMol25 | ωB97M-V/def2-TZVPD
I -1.71 1.29 2.98
F -1.93 0.70 -0.47
C -0.71 0.21 -0.14
C 0.30 0.46 -1.22
C -0.17 1.39 1.56
C -0.79 -1.17 0.44
H 0.25 1.50 -1.56
H -0.07 2.38 1.15
H 0.07 -0.19 -2.07
H 1.30 0.24 -0.88
H -1.13 -1.88 -0.32
H 0.18 -1.48 0.80
H 0.74 0.94 1.90
H -1.50 -1.20 1.26
```



Below is 2 unconnected molecules or ions with the total composition C4H8FN, with properties calculated with ωB97M-V/def2-TZVPD.

Kohn-Sham gap (alpha / beta): 8.646 / 7.833 eV
LUMO energy (alpha / beta): 0.024 / 0.028 hartree
ΔE to the lowest compared entry with this formula, charge and spin: 110.0 kcal per mole
largest force on an atom: 4.05 eV Å⁻¹
net charge: 0
electronic energy: -311.644111 hartree
multiplicity: 1

XYZ file:
```
14
C4H8FN | OMol25 | ωB97M-V/def2-TZVPD
F -1.61 1.28 0.26
N 1.80 -1.18 0.80
C -1.39 0.15 -0.45
C 1.53 -0.05 0.30
C 2.16 1.29 -0.03
C -2.05 -0.98 0.04
H -1.78 -1.29 1.04
H 1.86 1.63 -0.94
H 1.57 2.08 0.53
H 1.26 -2.02 0.61
H -1.96 -1.82 -0.72
H -3.14 -0.93 0.27
H -1.50 0.39 -1.52
H 3.25 1.45 -0.19
```



Below is 2 unconnected molecules or ions with the total composition C4H8FN, with properties calculated with ωB97M-V/def2-TZVPD.

Kohn-Sham gap (alpha / beta): 8.192 / 8.196 eV
LUMO energy (alpha / beta): 0.035 / 0.035 hartree
ΔE to the lowest compared entry with this formula, charge and spin: 90.8 kcal per mole
largest force on an atom: 4.21 eV Å⁻¹
net charge: 0
electronic energy: -311.674687 hartree
multiplicity: 1

XYZ file:
```
14
C4H8FN | OMol25 | ωB97M-V/def2-TZVPD
F -1.27 0.82 2.04
N -2.23 -0.94 0.99
C -1.65 0.34 0.88
C 0.38 -0.15 -1.77
C 1.31 0.89 0.46
C 0.37 0.27 -0.50
H 0.89 0.71 1.43
H -1.69 -1.65 1.49
H -2.12 1.08 0.31
H 1.33 -0.13 -2.31
H -2.68 -1.39 0.10
H 1.29 1.95 0.16
H -0.49 -0.74 -2.20
H 2.31 0.41 0.33
```



Below is C4H8FN in the gas phase, with properties calculated with ωB97M-V/def2-TZVPD.

Kohn-Sham gap: 10.162 eV
LUMO energy: 0.039 hartree
ΔE to the lowest compared entry with this formula, charge and spin: 30.1 kcal per mole
largest force on an atom: 2.37 eV Å⁻¹
net charge: 0
electronic energy: -311.771486 hartree
structure (SMILES): FCC1CNC1
multiplicity: 1

XYZ file:
```
14
C4H8FN | OMol25 | ωB97M-V/def2-TZVPD
F -2.47 0.44 -0.25
N 1.15 0.36 -0.79
C -0.31 -0.12 0.66
C 0.34 1.20 0.20
C -1.46 -0.48 -0.24
C 0.90 -0.82 0.04
H 2.15 0.67 -0.88
H -0.36 1.93 -0.26
H -2.01 -1.47 -0.02
H 1.73 -1.04 0.76
H -1.01 -0.57 -1.27
H 0.83 -1.70 -0.56
H -0.48 -0.08 1.71
H 1.02 1.68 0.91
```



Below is a molecular structure, C4H8FN3, with properties calculated with ωB97M-V/def2-TZVPD.

Kohn-Sham gap: 9.701 eV
LUMO energy: 0.025 hartree
ΔE to the lowest compared entry with this formula, charge and spin: 121.0 kcal per mole
largest force on an atom: 5.62 eV Å⁻¹
net charge: 0
electronic energy: -421.130870 hartree
multiplicity: 1

XYZ file:
```
16
C4H8FN3 | OMol25 | ωB97M-V/def2-TZVPD
F 0.46 2.09 -0.38
N -3.17 -0.29 -0.53
N -1.17 0.60 0.59
N 2.21 -1.12 -0.23
C 0.22 0.16 0.77
C -2.11 -0.39 0.16
C 1.25 1.13 0.14
C 1.09 -0.35 -0.43
H -3.42 0.62 -0.92
H -2.01 -1.47 0.85
H 0.36 -0.03 1.83
H 2.13 1.38 0.69
H 2.78 -1.18 -1.12
H -1.04 1.55 -0.49
H 1.98 -2.20 0.41
H 0.44 -0.51 -1.35
```



Below is C4H8FNO in the gas phase, with properties calculated with ωB97M-V/def2-TZVPD.

Kohn-Sham gap: 10.995 eV
LUMO energy: 0.033 hartree
ΔE to the lowest compared entry with this formula, charge and spin: 9.9 kcal per mole
largest force on an atom: 5.13 eV Å⁻¹
net charge: 0
electronic energy: -387.046664 hartree
structure (SMILES): CC(=O)[C@](C)(N)F
multiplicity: 1

XYZ file:
```
15
C4H8FNO | OMol25 | ωB97M-V/def2-TZVPD
F 0.77 0.87 1.31
O -2.06 -0.40 0.76
N 0.42 -1.48 1.37
C -1.13 0.11 0.20
C 1.27 -0.30 -0.70
C -1.27 1.16 -0.84
C 0.32 -0.22 0.45
H -0.86 2.15 -0.56
H 0.75 -0.22 -1.66
H 1.66 -1.30 -0.59
H 1.40 -1.66 1.51
H -0.87 0.83 -1.81
H 2.14 0.46 -0.65
H -2.40 1.26 -1.06
H -0.13 -1.26 2.27
```